A molecular structure, C11H14BCaN7 in a non-equilibrium geometry. Source: the Open Molecules 2025 dataset; level of theory: wB97M-V/def2-TZVPD.

F_max   4.43 eV/A
Energy above the lowest of the compared OMol25 structures with the same formula, charge and spin   1.8653 eV
E_HOMO   -5.6 eV
HOMO-LUMO gap   4.02 eV

Cartesian coordinates (Å):
1 H 1.98015 3.62775 -0.20821
2 N 1.24765 1.91990 -1.28861
3 B 0.31784 0.36949 -3.20422
4 N 0.58506 1.76195 -2.49683
5 C 0.38116 2.98733 -3.02052
6 Ca 2.41934 0.73106 0.20526
7 H -0.01210 3.09575 -4.02527
8 C 0.83290 3.96048 -2.13044
9 H 0.76254 5.02565 -2.23731
10 C 1.42128 3.25829 -1.07352
11 H 0.59366 0.53176 -4.36786
12 C -1.29113 -1.76849 2.45006
13 H -1.32362 -2.30314 3.40167
14 H -0.81572 -2.41197 1.70523
15 H -2.31374 -1.55781 2.11703
16 N -1.19263 -0.01253 -3.13403
17 N 1.22110 -0.78079 -2.65271
18 N -1.71566 -0.50078 -1.95027
19 N 1.98924 -0.75992 -1.48685
20 C -2.15204 -0.00510 -4.09215
21 C 1.56085 -1.87167 -3.38018
22 H -1.92287 0.32393 -5.09840
23 H 1.14060 -2.03786 -4.36331
24 C -3.33859 -0.48353 -3.53150
25 C 2.53645 -2.58979 -2.69700
26 C -3.01017 -0.75288 -2.17355
27 C 2.78478 -1.86671 -1.52210
28 H -4.28762 -0.61656 -4.01095
29 H 3.02418 -3.49834 -3.01684
30 H -3.67230 -1.12740 -1.40733
31 H 3.50939 -2.06416 -0.73643
32 H -1.18614 -0.22694 3.53553
33 N 0.42706 0.06543 1.98173
34 C -0.50101 -0.42259 2.60077

Force components x, y, z for each atom (eV/Å):
H -0.443 -0.110 -0.225
N -0.322 1.206 -0.847
B -0.995 0.113 -0.163
N 1.462 0.717 1.445
C 0.032 -0.287 0.407
Ca -2.466 -1.062 1.501
H -0.171 -0.034 0.338
C 0.314 -0.171 -0.029
H 0.057 0.105 -0.141
C -0.859 -1.279 -1.135
H -0.037 0.001 0.006
C 1.169 -0.463 -1.750
H 0.008 0.213 0.085
H -0.104 -0.257 -0.169
H 0.102 0.095 0.154
N -0.317 -0.721 1.202
N 1.558 -0.311 1.031
N -0.209 0.437 -0.435
N 0.121 -1.200 -1.340
C -0.480 -0.294 0.338
C 0.273 0.496 0.799
H -0.076 -0.059 0.150
H -0.091 0.009 0.246
C 0.996 0.384 0.235
C 0.082 0.048 0.113
C 1.075 0.372 -1.214
C -1.227 0.893 -0.978
H -0.137 0.039 -0.148
H -0.118 0.093 0.019
H 0.256 -0.012 0.110
H -0.265 -0.035 -0.069
H 1.567 2.359 -0.207
N 2.355 1.212 -1.249
C -3.112 -2.496 1.919

Atom charges from the natural (NBO) analysis, given in e for atoms 1 to 4: H 0.198; N -0.475; B 0.580; N -0.290